{"formula": "C34H66N5O15", "method": "ωB97M-V with the def2-TZVPD basis set", "relative_energy_kcal_mol": 5.3, "gap_ev": 5.86, "total_energy_ev": -74487.4458, "homo_energy_ev": -5.2, "largest_force_ev_per_a": 2.8, "total_charge": -1, "species": ["O", "O", "O", "O", "O", "O", "O", "O", "O", "O", "O", "O", "O", "O", "O", "N", "N", "N", "N", "N", "C", "C", "C", "C", "C", "C", "C", "C", "C", "C", "C", "C", "C", "C", "C", "C", "C", "C", "C", "C", "C", "C", "C", "C", "C", "C", "C", "C", "C", "C", "C", "C", "C", "C", "H", "H", "H", "H", "H", "H", "H", "H", "H", "H", "H", "H", "H", "H", "H", "H", "H", "H", "H", "H", "H", "H", "H", "H", "H", "H", "H", "H", "H", "H", "H", "H", "H", "H", "H", "H", "H", "H", "H", "H", "H", "H", "H", "H", "H", "H", "H", "H", "H", "H", "H", "H", "H", "H", "H", "H", "H", "H", "H", "H", "H", "H", "H", "H", "H", "H"], "xyz": [[3.58, -2.16, -3.30], [2.38, 4.14, -1.26], [1.25, -4.60, 0.73], [0.80, -1.60, 0.79], [0.80, 0.80, 3.97], [-6.04, -0.28, -1.59], [0.77, -2.38, -2.59], [6.56, -5.29, 0.38], [2.74, -2.84, -0.81], [2.16, 0.48, -6.87], [-0.99, -0.36, 1.22], [-1.55, -4.13, 1.90], [5.17, -6.76, 2.13], [-2.86, 4.02, -1.07], [-0.54, -0.13, -6.37], [-5.28, 5.18, -2.09], [4.85, 5.53, -2.26], [-0.23, -5.54, 3.97], [-3.69, 1.20, 0.75], [0.79, -0.89, 6.39], [0.08, 0.02, -0.85], [-3.32, 0.57, -1.63], [-5.59, 0.28, -0.37], [-0.69, -6.20, 2.75], [3.18, -5.78, 1.42], [-0.03, -0.69, 0.49], [-4.29, 1.10, -0.57], [2.42, 2.71, -1.19], [0.95, 1.21, 7.68], [2.59, -1.51, -3.95], [-4.46, 4.78, -4.38], [0.61, 0.57, 6.36], [1.20, 1.60, 2.89], [-1.91, -5.46, 2.19], [2.44, -4.70, 0.76], [4.73, 4.74, -1.03], [-4.34, 4.35, -2.89], [-1.57, 3.77, -0.51], [-2.90, 4.52, -2.37], [-6.76, 0.56, -2.45], [2.89, -0.77, -5.03], [1.16, -1.77, -3.56], [-1.05, -7.68, 2.91], [1.86, -0.20, -5.91], [3.34, 4.78, -0.42], [4.63, -4.06, -0.29], [1.43, 1.12, 5.19], [3.34, -3.76, -0.04], [-2.19, -3.59, 0.76], [5.81, 5.39, -0.12], [0.45, -0.51, -5.53], [4.51, -5.91, 1.33], [0.12, -1.23, -4.46], [5.36, -5.09, 0.42], [2.63, -6.49, 2.02], [-2.21, 3.95, -3.01], [3.30, 4.30, 0.56], [-0.28, -8.27, 3.41], [1.76, 2.52, 3.11], [-3.28, -3.64, 0.71], [-2.48, 1.26, -1.66], [-6.27, 0.97, 0.14], [-2.97, -0.46, -1.48], [-2.67, 5.60, -2.34], [3.92, -0.74, -5.36], [-6.07, 1.33, -2.83], [3.17, -2.76, -2.65], [-1.91, -7.70, 3.59], [1.78, 2.48, -2.05], [0.63, -6.01, 4.21], [1.87, 0.93, 8.19], [2.45, 0.70, 5.17], [0.19, 1.31, 8.46], [-4.68, 3.32, -2.83], [-4.79, 5.21, -1.18], [-3.49, 0.25, 1.05], [-1.15, 4.78, -0.35], [1.72, 1.13, 2.05], [5.82, 4.96, 0.89], [-5.37, -0.57, 0.28], [-0.23, 0.26, -7.19], [-2.32, -6.00, 1.33], [0.25, 1.97, 2.48], [-1.67, 3.22, 0.41], [1.77, -1.11, 6.57], [-1.97, -2.53, 0.73], [-2.70, -5.41, 2.96], [-3.48, 5.12, -4.71], [-4.73, 3.88, -4.93], [-0.84, 3.36, -1.23], [5.62, 6.46, -0.07], [6.78, 5.25, -0.59], [1.10, 0.02, -1.25], [-0.47, -0.61, -1.55], [5.00, 3.69, -1.13], [5.10, -3.37, -0.99], [1.52, 2.21, 5.26], [3.41, 2.27, -1.20], [-0.41, 0.79, 6.04], [1.87, 2.42, -0.29], [-0.37, 1.01, -0.94], [-0.90, -1.46, -4.18], [-1.78, -4.13, -0.10], [-1.33, -8.12, 1.96], [-7.67, 1.04, -2.07], [-2.72, 1.50, 0.66], [-4.51, 2.07, -1.02], [3.94, 5.49, -2.74], [-3.79, 0.60, -2.62], [4.88, 6.54, -2.12], [-5.22, 5.53, -4.59], [3.01, 5.82, -0.28], [-0.85, -5.70, 4.76], [-5.28, 6.17, -2.31], [6.12, -6.71, 1.95], [0.12, -6.17, 2.02], [1.16, 2.29, 7.54], [0.39, -1.21, 7.27], [2.00, -2.38, -0.32], [-7.13, -0.05, -3.28]]}